w:
{"formula": "CH6N2", "method": "ωB97M-V with the def2-TZVPD basis set", "elements": ["N", "H", "H", "H", "C", "N", "H", "H", "H"], "coordinates": [[-3.4659, 2.5082, -1.3929], [-2.6662, 2.5458, -1.9765], [-4.0706, 1.7365, -1.7300], [-3.1411, 2.0054, -0.5160], [2.5473, -1.4484, 1.2697], [3.4631, -2.1508, 0.7343], [2.9474, -0.9238, 2.2901], [1.4720, -1.4517, 1.1193], [2.9140, -2.8212, 0.2021]], "lowdin_charge": [-0.02, -0.03, 0.01, 0.03, -0.18, 0.00, 0.10, 0.05, 0.03], "lumo_ev": 0.941, "homo_ev": -10.4}

***

x:
{"formula": "CH6N2", "method": "ωB97M-V with the def2-TZVPD basis set", "elements": ["N", "H", "H", "H", "C", "N", "H", "H", "H"], "coordinates": [[2.2966, -3.3625, 5.0808], [3.0159, -3.7894, 5.6460], [2.2245, -2.3431, 5.2623], [1.3568, -3.7332, 5.3501], [-1.9386, 2.9203, -3.9336], [-2.1598, 2.3046, -5.0784], [-2.7536, 3.3737, -3.3817], [-0.8165, 2.7666, -3.6245], [-1.2253, 1.8631, -5.3209]], "lowdin_charge": [-0.02, -0.01, 0.01, 0.02, -0.14, -0.03, 0.04, 0.09, 0.04], "lumo_ev": 1.180, "homo_ev": -10.1}

***

The structure with the greatest stability is x.

***

w:
{"formula": "C19H20N4O3", "method": "ωB97M-V with the def2-TZVPD basis set", "elements": ["C", "C", "C", "N", "C", "O", "C", "C", "C", "C", "O", "H", "H", "H", "H", "C", "O", "N", "H", "C", "H", "H", "C", "C", "N", "C", "C", "C", "C", "C", "C", "N", "H", "H", "H", "H", "H", "H", "H", "C", "H", "H", "H", "H", "H", "H"], "coordinates": [[1.9810, 1.0762, 1.9800], [1.2040, -0.1783, 1.7157], [-0.0375, -0.1951, 1.1990], [-0.7191, -1.4024, 0.9242], [-1.0212, -2.3726, 1.8242], [-0.6470, -2.3862, 2.9839], [-1.8497, -3.4512, 1.2597], [-2.3209, -4.5915, 1.8587], [-3.0683, -5.2732, 0.8749], [-2.9997, -4.5022, -0.2467], [-2.2691, -3.4020, -0.0276], [-3.4156, -4.6266, -1.2274], [-3.5845, -6.2046, 0.9853], [-2.1441, -4.8863, 2.8720], [-1.2821, -1.3484, 0.0805], [-0.8336, 0.9491, 0.6693], [-1.5649, 0.7913, -0.2992], [-0.7915, 2.1158, 1.3532], [-0.1195, 2.2219, 2.0931], [-1.3877, 3.3077, 0.8023], [-1.7493, 3.9414, 1.6146], [-2.2345, 2.9796, 0.1938], [-0.3852, 4.0873, -0.0775], [0.2702, 3.1369, -1.0142], [1.4147, 2.5636, -0.7747], [1.6060, 1.6642, -1.7951], [2.6417, 0.7672, -2.0239], [2.5480, -0.0430, -3.1359], [1.4590, 0.0278, -4.0068], [0.4199, 0.9123, -3.7970], [0.5050, 1.7251, -2.6797], [-0.3184, 2.6916, -2.1613], [-1.2442, 2.9168, -2.4829], [-0.4255, 0.9609, -4.4667], [1.4290, -0.6294, -4.8634], [3.3333, -0.7556, -3.3417], [3.4794, 0.7113, -1.3475], [-0.9110, 4.8748, -0.6188], [0.3866, 4.5345, 0.5496], [1.8944, -1.4656, 2.0361], [1.4702, -1.8992, 2.9436], [1.7371, -2.1916, 1.2391], [2.9608, -1.3172, 2.1790], [3.0427, 0.8455, 2.0246], [1.7087, 1.5091, 2.9442], [1.8321, 1.8102, 1.1871]], "lowdin_charge": [-0.05, -0.22, -0.12, 0.15, -0.42, 0.07, -0.18, 0.01, -0.05, -0.11, 0.05, 0.12, 0.10, 0.12, 0.14, -0.42, 0.06, 0.08, 0.12, -0.16, 0.12, 0.12, -0.08, -0.35, 0.16, -0.22, -0.02, -0.10, -0.10, -0.02, -0.20, 0.17, 0.17, 0.11, 0.10, 0.10, 0.11, 0.12, 0.12, -0.04, 0.08, 0.09, 0.07, 0.08, 0.09, 0.04], "lumo_ev": 0.679, "homo_ev": -8.4}

***

x:
{"formula": "C19H20N4O3", "method": "ωB97M-V with the def2-TZVPD basis set", "elements": ["C", "H", "O", "C", "C", "C", "C", "C", "C", "H", "H", "C", "O", "C", "C", "N", "C", "C", "H", "C", "O", "N", "H", "C", "H", "C", "H", "H", "C", "N", "C", "N", "C", "C", "H", "H", "H", "H", "H", "H", "H", "H", "H", "H", "H", "H"], "coordinates": [[3.9474, 2.7593, 1.0933], [4.5145, 3.6885, 0.7069], [4.5154, 1.8867, 0.0595], [3.8379, 0.5349, 0.0855], [2.9289, -0.0511, 0.9460], [2.2508, -1.1999, 1.0350], [2.4890, -2.0701, 0.0674], [3.5068, -1.5134, -1.1575], [4.0620, -0.2677, -1.0338], [4.8634, 0.0029, -1.6855], [3.7096, -1.9942, -1.8369], [1.7525, -3.1271, -0.4019], [2.4231, -4.4202, -0.8060], [0.4322, -3.0616, -0.0151], [-0.4698, -4.2414, -0.0772], [-1.7732, -3.7830, 0.3415], [-1.6483, -2.5447, 0.2692], [-0.4153, -2.0339, 0.1267], [0.0894, -0.8684, -0.1066], [-2.9683, -1.5882, 0.4555], [-4.0766, -2.1835, 0.1884], [-2.8973, -0.2059, 0.6818], [-1.8514, 0.1834, 0.6457], [-3.9533, 0.6665, 0.6970], [-4.7907, 0.1642, 0.3009], [-3.8279, 1.5310, -0.7346], [-3.6663, 0.7100, -1.5982], [-4.8800, 2.0715, -0.8868], [-3.0219, 2.6578, -0.5353], [-1.5315, 2.2534, -0.4619], [-0.7638, 2.4917, 0.5120], [0.3942, 1.8914, 0.2184], [0.4595, 1.5410, -0.9298], [-0.8181, 1.5978, -1.5329], [-1.2035, 1.4723, -2.4918], [1.3487, 1.2744, -1.3516], [-1.0824, 2.8024, 1.3206], [-3.0579, 3.3295, -1.2793], [-3.2011, 3.3533, 0.2413], [-3.9818, 1.3615, 1.5232], [-2.4762, -4.3561, 0.4749], [-0.3730, -5.2000, 0.2648], [1.5298, -1.4871, 1.7860], [2.6108, 0.6083, 1.9693], [4.1006, 2.5754, 1.9579], [2.9631, 2.7885, 0.9539]], "lowdin_charge": [-0.04, 0.14, -0.09, -0.18, -0.07, -0.11, -0.11, 0.15, -0.02, 0.12, -0.04, -0.19, -0.12, -0.20, 0.12, 0.16, -0.26, -0.02, 0.20, -0.25, -0.02, 0.01, 0.17, -0.17, 0.09, -0.15, 0.18, 0.15, -0.18, -0.06, -0.15, 0.06, -0.24, 0.03, 0.09, 0.08, 0.06, 0.08, 0.13, 0.12, 0.11, 0.09, 0.14, 0.18, -0.02, 0.03], "lumo_ev": -0.694, "homo_ev": -8.4}

***

The structure with the greatest stability is w.

***

w:
{"formula": "C3H5NO3", "method": "ωB97M-V with the def2-TZVPD basis set", "elements": ["C", "C", "C", "N", "O", "O", "O", "H", "H", "H", "H", "H"], "coordinates": [[-1.9434, 0.3231, 0.0263], [-0.7389, 0.0834, -0.5044], [0.3944, 0.9230, -0.1412], [1.8703, -0.1442, -0.3615], [0.6481, 2.0711, 0.1412], [1.8313, -1.1292, 0.6616], [2.9640, 0.6268, -0.2343], [-2.7747, -0.4065, -0.1209], [-2.3940, 1.2413, 0.5429], [-0.6119, -0.8980, -1.0576], [2.2622, -1.9753, 0.3814], [2.7802, 1.0916, 0.5984]], "lowdin_charge": [0.04, -0.12, -0.23, -0.21, 0.12, -0.08, -0.03, 0.07, 0.11, 0.13, 0.11, 0.09], "lumo_ev": [-0.357, -0.357], "homo_ev": [-8.9, -8.9]}

***

x:
{"formula": "C3H5NO3", "method": "ωB97M-V with the def2-TZVPD basis set", "elements": ["C", "C", "C", "H", "H", "H", "H", "H", "N", "O", "O", "O"], "coordinates": [[0.9517, 0.7484, 0.6516], [1.6511, 0.2644, -0.4470], [-0.3768, -0.4942, -0.4041], [-2.3158, 1.0192, 0.1272], [1.2083, -0.0583, 1.4375], [1.1505, 1.8264, 0.8750], [1.8400, 0.6894, -1.3056], [2.6097, -0.2264, -0.0473], [-0.3512, 0.5873, 0.1858], [-1.2637, 0.8064, 1.0553], [0.8176, -1.0995, -0.7613], [-1.4777, -1.0160, -0.4428]], "lowdin_charge": [-0.16, -0.06, -0.64, 0.36, 0.18, 0.17, 0.08, 0.16, -0.26, 0.00, 0.07, 0.09], "lumo_ev": -0.238, "homo_ev": -9.6}

***

y:
{"formula": "C3H5NO3", "method": "ωB97M-V with the def2-TZVPD basis set", "elements": ["C", "C", "C", "N", "O", "O", "O", "H", "H", "H", "H", "H"], "coordinates": [[1.5530, -2.9718, -0.1551], [0.1657, 0.3475, -0.0409], [-0.5351, -0.6784, 0.8362], [-0.4215, 1.4865, -0.2171], [0.2814, 2.3149, -1.0944], [-1.4643, 1.9535, 0.2095], [1.5084, -2.8266, -1.2813], [-0.1331, 3.1703, -1.0607], [1.1481, 0.1915, -0.5019], [-0.2786, -0.5943, 1.8771], [-0.1282, -1.6690, 0.5340], [-1.6959, -0.7242, 0.8947]], "lowdin_charge": [0.02, -0.08, -0.07, -0.37, 0.06, 0.00, 0.04, 0.10, 0.13, 0.06, 0.00, 0.12], "lumo_ev": 0.944, "homo_ev": -9.0}

***

The structure with the greatest stability is y.

***

w:
{"formula": "C2H6OS2", "method": "ωB97M-V with the def2-TZVPD basis set", "elements": ["S", "S", "H", "H", "O", "C", "C", "H", "H", "H", "H"], "coordinates": [[3.4586, 1.0376, 0.9412], [2.7718, -0.9777, 1.5654], [4.4111, 0.4429, 0.1392], [1.8812, -0.6597, 2.5039], [-0.8593, -0.0368, 0.9079], [-1.6849, -0.3125, 0.0752], [-1.8637, 0.2808, -1.3213], [-2.3622, -1.1284, 0.2473], [-2.2316, -0.4770, -1.9995], [-2.6190, 1.1201, -1.3112], [-0.9021, 0.7107, -1.7484]], "mulliken_spin": [0.47, 0.54, -0.01, 0.00, 0.00, 0.00, 0.00, 0.00, 0.00, 0.00, 0.00], "total_charge": 1, "lumo_ev": [-6.632, -8.998], "s2": 0.755, "homo_ev": [-13.0, -13.0], "multiplicity": 2}

***

x:
{"formula": "C2H6OS2", "method": "ωB97M-V with the def2-TZVPD basis set", "elements": ["S", "S", "H", "H", "C", "C", "O", "H", "H", "H", "H"], "coordinates": [[-2.6429, -0.6271, -0.1630], [-1.9943, 0.0059, 1.7569], [-1.6644, 0.0086, -0.9061], [-1.5769, -1.2636, 2.0031], [0.6840, 0.3853, -1.2200], [0.9480, -0.0821, 0.0198], [1.5556, 0.6156, 1.0027], [0.5273, -0.2010, -2.1165], [1.1432, 1.3560, -1.4218], [0.5841, -1.0506, 0.3692], [2.4363, 0.8531, 0.6756]], "mulliken_spin": [0.52, 0.31, 0.00, 0.01, 0.07, 0.06, 0.03, 0.00, 0.00, 0.00, 0.00], "total_charge": 1, "lumo_ev": [-5.447, -9.359], "s2": 0.755, "homo_ev": [-14.2, -13.6], "multiplicity": 2}

***

The structure with the greatest stability is w.